1.
# C5H8N4O4S

A molecular structure, C5H8N4O4S in a non-equilibrium geometry (ωB97M-V/def2-TZVPD, the Open Molecules 2025 dataset).

Last column: Löwdin charge in e.
CARTESIAN COORDINATES (ANGSTROEM)
C: 0.546 0.775 -0.527  -0.1940
C: -0.687 1.421 -0.528  -0.4290
C: -0.925 -0.851 0.228  -0.4556
C: 1.822 1.438 -0.682  0.0144
C: 1.423 -1.545 0.263  0.0409
N: 0.378 -0.534 -0.128  -0.0804
N: -1.125 -1.280 2.128  0.0603
N: -0.994 2.735 -0.922  -0.4054
N: -1.423 -2.149 -0.225  -0.4352
O: -0.087 3.521 -1.200  0.0584
O: -0.657 -2.889 -0.750  0.1036
O: -2.196 3.022 -0.853  -0.0065
O: -2.586 -2.317 -0.089  0.0794
S: -2.128 0.526 -0.158  1.1224
H: 1.788 2.399 -0.384  0.0543
H: 2.144 1.357 -1.699  0.1148
H: 2.627 0.956 -0.218  0.0658
H: 1.240 -1.605 1.298  0.0718
H: 1.364 -2.332 -0.478  0.0886
H: 2.374 -0.940 0.208  0.0982
H: -0.745 -0.449 2.577  0.0189
H: -2.153 -1.261 2.140  0.0143

Results
HOMO-LUMO gap ... 7.651 eV
Energy above the lowest of the compared OMol25 structures with the same formula, charge and spin ... 5.292 eV
Highest occupied orbital energy ... -8.5 eV
Largest force on an atom ... 4.25 eV/A
2S+1 ... 1



2.
# C41H37KOP2Si

A molecular structure, C41H37KOP2Si (ωB97M-V/def2-TZVPD, the Open Molecules 2025 dataset).

Last column: Löwdin charge in e.
CARTESIAN COORDINATES (ANGSTROEM)
K: 2.420 0.103 -0.816  0.7195
O: 0.853 -0.295 1.404  -0.1315
C: -0.079 -1.271 1.690  -0.2776
C: -1.214 -1.009 2.448  -0.0122
C: -2.118 -2.028 2.687  -0.0787
C: -1.909 -3.299 2.166  -0.1022
C: -0.793 -3.538 1.384  -0.0668
C: 0.140 -2.531 1.132  -0.2857
P: 1.609 -2.769 0.076  1.0787
C: 0.933 -2.396 -1.594  -0.4453
C: -0.336 -1.873 -1.820  -0.0718
C: -0.741 -1.566 -3.115  -0.0537
C: 0.096 -1.812 -4.191  -0.0737
C: 1.366 -2.337 -3.975  -0.0794
C: 1.789 -2.602 -2.683  -0.1427
C: 1.741 -4.592 0.028  -0.3894
C: 1.096 -5.402 -0.902  -0.0926
C: 1.226 -6.783 -0.838  -0.0774
C: 1.995 -7.367 0.158  -0.0850
C: 2.642 -6.567 1.089  -0.0825
C: 2.523 -5.187 1.017  -0.1039
C: 0.901 0.825 2.248  -0.2892
C: 1.161 0.625 3.596  -0.0165
C: 1.203 1.716 4.446  -0.0746
C: 0.989 2.989 3.932  -0.0755
C: 0.777 3.165 2.575  -0.0648
C: 0.740 2.087 1.691  -0.2925
P: 0.599 2.262 -0.142  0.8778
C: 2.459 3.093 -0.217  -0.3740
C: 3.485 2.933 0.720  -0.1268
C: 4.804 3.300 0.449  -0.1004
C: 5.141 3.828 -0.785  -0.1102
C: 4.147 3.977 -1.749  -0.0981
C: 2.842 3.608 -1.465  -0.1424
C: -0.210 3.856 -0.609  -0.3372
C: 0.299 5.101 -0.246  -0.1099
C: -0.295 6.278 -0.685  -0.0854
C: -1.397 6.233 -1.522  -0.0984
C: -1.900 4.999 -1.916  -0.0876
C: -1.318 3.828 -1.458  -0.1001
H: -1.397 -0.012 2.821  0.1288
H: -3.001 -1.822 3.277  0.1106
H: -2.618 -4.093 2.356  0.1093
H: -0.635 -4.524 0.966  0.1031
H: -0.999 -1.664 -0.990  0.0814
H: -1.718 -1.129 -3.275  0.1043
H: -0.231 -1.583 -5.197  0.1058
H: 2.030 -2.521 -4.810  0.1062
H: 2.789 -2.990 -2.512  0.1104
H: 0.484 -4.957 -1.677  0.1076
H: 0.719 -7.403 -1.567  0.1047
H: 2.092 -8.444 0.207  0.1029
H: 3.247 -7.016 1.866  0.1035
H: 3.038 -4.564 1.739  0.1014
H: 1.306 -0.382 3.966  0.1277
H: 1.395 1.573 5.501  0.1032
H: 1.001 3.849 4.589  0.1032
H: 0.635 4.165 2.192  0.0968
H: 3.260 2.528 1.703  0.0926
H: 5.565 3.176 1.212  0.0979
H: 6.160 4.123 -0.998  0.0951
H: 4.394 4.390 -2.721  0.0981
H: 2.083 3.733 -2.235  0.1036
H: 1.194 5.163 0.357  0.0950
H: 0.117 7.231 -0.377  0.1001
H: -1.857 7.148 -1.872  0.0975
H: -2.753 4.948 -2.581  0.0987
H: -1.735 2.874 -1.752  0.0831
C: -3.846 -1.887 -0.376  -0.1684
Si: -3.896 -0.015 -0.260  0.4062
C: -4.650 0.662 -1.839  -0.1833
C: -4.947 0.473 1.211  -0.1814
C: -2.232 0.691 -0.059  -0.1829
C: -1.238 1.392 0.087  -0.2031
H: -4.861 -2.284 -0.461  0.0352
H: -3.381 -2.334 0.506  -0.0029
H: -3.288 -2.219 -1.254  0.0190
H: -5.716 0.430 -1.898  0.0282
H: -4.164 0.231 -2.717  0.0189
H: -4.535 1.746 -1.891  0.0254
H: -5.988 0.164 1.087  0.0284
H: -4.921 1.556 1.344  0.0326
H: -4.564 0.015 2.125  0.0152

Results
HOMO-LUMO gap ... 6.404 eV
Energy above the lowest of the compared OMol25 structures with the same formula, charge and spin ... 0.000 eV
Highest occupied orbital energy ... -6.5 eV
Largest force on an atom ... 0.52 eV/A
2S+1 ... 1



3.
# C15H14MgN2O3S

A molecular structure, C15H14MgN2O3S in a non-equilibrium geometry (ωB97M-V/def2-TZVPD, the Open Molecules 2025 dataset).

Last column: Löwdin charge in e.
CARTESIAN COORDINATES (ANGSTROEM)
C: -0.165 -2.148 -0.807  -0.1754
C: 0.292 -1.305 -1.866  -0.1914
C: -0.750 -0.369 -2.178  -0.1954
C: -1.885 -0.682 -1.334  -0.2235
C: -1.505 -1.767 -0.473  -0.2039
Mg: -0.360 0.072 -0.101  0.3875
C: 1.763 0.986 -0.482  -0.1882
C: 1.966 -0.107 0.515  -0.6802
C: 3.081 -0.958 0.537  -0.1015
N: 0.937 -0.475 1.261  -0.0654
H: -0.734 0.384 -2.969  0.0934
H: 1.235 -1.416 -2.407  0.0936
H: -2.852 -0.191 -1.386  0.0876
H: -2.143 -2.272 0.249  0.0899
H: 0.382 -2.996 -0.388  0.0942
H: 1.973 0.794 -1.549  -0.0187
H: 0.945 -0.727 2.225  0.0195
H: 2.079 2.007 -0.221  -0.0139
H: 3.977 -0.765 -0.054  -0.0329
H: 2.946 -1.872 1.129  -0.0202
O: -2.945 0.450 1.080  0.0145
C: -2.326 1.516 1.228  -0.5270
N: -1.095 1.729 0.755  -0.0886
S: -0.262 3.061 1.289  0.6371
O: 0.778 2.698 2.205  -0.2822
O: 0.113 3.865 0.167  -0.3042
C: -1.750 3.622 2.091  -0.1986
C: -1.925 4.833 2.769  -0.0559
C: -3.174 5.123 3.318  -0.1022
C: -4.215 4.177 3.169  -0.1055
C: -4.038 2.972 2.494  -0.0129
C: -2.782 2.716 1.936  -0.1280
H: -1.099 5.532 2.854  0.1091
H: -3.353 6.050 3.885  0.0928
H: -5.176 4.395 3.634  0.0852
H: -4.820 2.224 2.430  0.1113

Results
HOMO-LUMO gap ... 3.230 eV
Highest occupied orbital energy ... 1.3 eV
Largest force on an atom ... 4.05 eV/A
Charge ... -2
2S+1 ... 1



4.
# C21H25CdIN8O7S

A molecular structure, C21H25CdIN8O7S in a non-equilibrium geometry (ωB97M-V/def2-TZVPD, the Open Molecules 2025 dataset).

Last column: Löwdin charge in e.
CARTESIAN COORDINATES (ANGSTROEM)
Cd: 14.163 10.342 6.734  1.2955
N: 13.536 8.143 9.843  0.0424
C: 12.835 9.253 9.457  -0.8798
S: 13.862 10.744 9.206  0.4302
N: 11.604 9.075 9.192  -0.0429
N: 10.868 10.122 8.591  0.0268
C: 9.602 9.832 8.618  -0.1600
C: 8.516 10.519 8.002  -0.1771
C: 7.234 9.977 8.314  -0.1031
C: 6.022 10.454 7.894  -0.1454
C: 6.139 11.645 7.092  -0.1476
C: 7.334 12.181 6.686  -0.0581
C: 8.599 11.615 7.108  -0.4039
O: 9.720 12.100 6.717  -0.1099
H: 14.517 8.172 9.649  0.0441
H: 13.061 7.249 9.692  0.0789
H: 9.270 8.886 9.063  0.0948
H: 7.202 9.002 8.865  0.1074
H: 5.130 10.091 8.324  0.0561
H: 5.191 12.116 6.737  0.0854
H: 7.351 13.098 6.044  0.1039
N: 12.281 11.339 5.895  0.0012
C: 12.687 12.637 5.312  -0.2723
C: 12.371 13.851 6.300  -0.1606
C: 12.997 13.900 7.664  -0.2003
C: 14.285 14.808 7.730  -0.1240
N: 15.521 14.436 6.914  0.0958
C: 16.224 13.311 7.096  -0.4718
N: 17.137 12.916 6.197  0.2003
N: 16.122 12.553 8.177  0.1573
C: 14.127 12.774 4.841  -0.6394
O: 14.556 13.877 4.415  -0.0641
O: 14.887 11.736 4.968  -0.1384
H: 11.893 10.807 5.177  0.0546
H: 11.453 11.519 6.486  0.0372
H: 12.130 12.774 4.352  0.1551
H: 11.293 13.890 6.347  0.0801
H: 12.617 14.790 5.721  0.1178
H: 13.182 12.899 8.056  -0.0062
H: 12.199 14.269 8.405  0.1422
H: 14.553 14.952 8.805  0.1126
H: 13.893 15.703 7.272  0.0948
H: 15.472 14.689 5.919  0.1146
H: 16.726 13.072 5.304  0.0801
H: 17.468 11.990 6.245  0.0800
H: 15.840 12.780 9.101  0.0768
H: 16.375 11.569 8.021  0.0321
O: 18.154 8.893 6.903  0.0331
C: 16.963 9.183 6.949  -0.5848
O: 16.481 10.371 6.961  -0.2183
C: 15.937 8.062 6.929  -0.6623
O: 16.213 7.008 7.368  0.0742
O: 14.792 8.264 6.334  -0.2106
I: 10.747 3.448 9.101  0.7803
C: 11.093 5.190 8.024  -0.8335
C: 12.378 5.372 7.610  -0.2117
C: 12.692 6.326 6.679  -0.0655
C: 11.669 7.131 6.193  -0.0341
C: 10.396 6.941 6.781  -0.1513
N: 10.068 5.976 7.634  0.0293
H: 13.188 4.714 7.951  0.0928
H: 13.768 6.571 6.460  0.1007
H: 11.869 7.859 5.514  0.0601
H: 9.606 7.684 6.574  0.1086

Results
HOMO-LUMO gap ... 5.482 eV
Energy above the lowest of the compared OMol25 structures with the same formula, charge and spin ... 0.445 eV
Highest occupied orbital energy ... -1.9 eV
Largest force on an atom ... 4.53 eV/A
Charge ... -2
2S+1 ... 1



5.
# C24H13F17N2O2

2 unconnected molecules or ions with the total composition C24H13F17N2O2 in a non-equilibrium geometry (ωB97M-V/def2-TZVPD, the Open Molecules 2025 dataset).

Last column: Löwdin charge in e.
CARTESIAN COORDINATES (ANGSTROEM)
F: -2.513 -0.089 4.128  0.0986
C: -1.325 0.171 3.369  -0.3030
F: -0.868 -1.093 2.934  0.0967
F: -0.417 0.782 4.255  0.1178
C: -1.803 1.145 2.161  -0.1699
F: -0.786 2.073 1.767  0.0835
F: -2.831 1.964 2.745  0.0927
C: -2.501 0.381 0.938  -0.1916
F: -3.451 1.308 0.381  0.0852
F: -3.254 -0.718 1.395  0.1219
C: -1.490 0.029 -0.292  -0.1718
F: -0.213 -0.281 0.260  0.0594
F: -1.492 1.227 -1.086  0.1027
C: -1.952 -1.203 -1.189  -0.1750
F: -2.005 -2.454 -0.482  0.0973
F: -3.335 -0.941 -1.510  0.0905
C: -1.211 -1.443 -2.569  -0.1864
F: -1.452 -2.808 -2.957  0.1107
F: -1.863 -0.663 -3.582  0.1132
C: 0.343 -1.190 -2.694  -0.1684
F: 0.647 -1.330 -4.100  0.0898
F: 0.797 0.129 -2.382  0.0862
C: 1.334 -2.213 -1.956  -0.2597
F: 1.833 -3.137 -2.939  0.0984
F: 0.781 -2.990 -0.928  0.1300
N: 2.566 -1.527 -1.420  0.0501
C: 3.637 -1.091 -2.319  0.1058
C: 4.906 -0.345 -1.859  0.0883
C: 5.077 -0.026 -0.345  -0.0724
C: 6.282 0.765 0.314  -0.0780
C: 5.900 1.792 1.453  0.0622
C: 7.001 2.587 2.197  0.0479
N: 8.382 2.386 1.838  0.0680
C: 8.805 1.481 0.775  0.0703
C: 7.784 0.621 -0.048  0.0773
C: 3.951 -0.533 0.618  0.0748
C: 2.732 -1.271 0.009  0.0965
H: 3.509 -1.311 -3.434  0.1666
H: 5.726 0.001 -2.570  0.1349
H: 4.795 1.912 1.735  0.1256
H: 6.651 3.293 3.038  0.1629
H: 9.088 2.931 2.373  0.1819
H: 9.936 1.446 0.581  0.1582
H: 8.113 -0.116 -0.869  0.1378
H: 4.001 -0.334 1.749  0.1344
H: 1.918 -1.607 0.755  0.1571
C: -8.831 0.874 0.386  0.0271
C: -8.645 -0.369 0.833  0.0256
C: -7.445 -1.146 0.460  -0.3854
O: -7.274 -2.281 0.865  0.1066
C: -6.458 -0.492 -0.426  0.0101
C: -6.643 0.750 -0.872  0.0187
C: -7.844 1.528 -0.499  -0.3846
O: -8.012 2.662 -0.905  0.1126
H: -9.705 1.458 0.648  0.1265
H: -9.358 -0.862 1.482  0.1260
H: -5.585 -1.076 -0.688  0.0982
H: -5.930 1.244 -1.522  0.1195

Results
HOMO-LUMO gap ... 3.562 eV
Highest occupied orbital energy ... -12.7 eV
Largest force on an atom ... 4.72 eV/A
Charge ... +2
2S+1 ... 1



6.
# C29H30F4GeN2Pd

A molecular structure, C29H30F4GeN2Pd in a non-equilibrium geometry (ωB97M-V/def2-TZVPD, the Open Molecules 2025 dataset).

Last column: Löwdin charge in e.
CARTESIAN COORDINATES (ANGSTROEM)
Pd: -0.295 -1.677 -0.752  0.6769
C: -3.287 -0.405 0.096  -0.0748
C: -3.384 -1.770 -0.562  -0.2239
N: -2.270 -2.703 -0.225  -0.2317
C: -2.291 -3.916 -1.109  -0.2186
C: -0.949 -4.582 -1.342  -0.0813
C: -2.234 -3.076 1.204  -0.1355
C: -1.215 -2.317 2.052  -0.1532
N: 0.055 -2.228 1.349  0.0726
C: 1.222 -2.260 2.006  -0.1228
C: 2.458 -2.590 1.386  -0.1029
F: 2.512 -2.854 0.151  0.2328
C: 3.697 -2.700 2.112  -0.1437
F: 4.739 -3.032 1.445  0.2576
C: 3.779 -2.449 3.450  0.1594
C: 2.618 -2.052 4.087  -0.1312
F: 2.628 -1.763 5.325  0.2713
C: 1.352 -1.970 3.396  -0.0778
F: 0.336 -1.602 4.069  0.2396
H: -4.051 0.253 -0.320  0.1003
H: -2.309 0.042 -0.089  0.0198
H: -3.456 -0.448 1.175  0.0839
H: -3.395 -1.662 -1.642  0.1137
H: -4.333 -2.233 -0.277  0.1406
H: -2.720 -3.620 -2.060  0.1226
H: -2.969 -4.649 -0.667  0.1373
H: -0.280 -3.960 -1.933  0.0538
H: -1.097 -5.493 -1.921  0.1027
H: -0.462 -4.869 -0.410  0.0718
H: -2.008 -4.138 1.276  0.1315
H: -3.221 -2.925 1.646  0.1466
H: -1.123 -2.827 3.009  0.1361
H: -1.564 -1.300 2.256  0.1326
H: 4.713 -2.557 3.989  0.1802
C: 2.605 0.428 -1.851  -0.2095
Ge: 0.808 0.517 -1.088  0.9232
C: 0.909 1.207 0.752  -0.3675
C: 2.144 1.247 1.406  -0.1324
C: 2.242 1.750 2.717  -0.0645
C: 1.097 2.189 3.384  -0.0571
C: -0.128 2.167 2.735  -0.0508
C: -0.225 1.676 1.423  -0.1088
C: -0.260 1.849 -2.123  -0.1850
C: -1.400 1.383 -2.805  -0.0772
C: -2.087 2.177 -3.705  0.0105
C: -1.679 3.502 -3.914  0.0740
C: -0.583 4.022 -3.223  -0.1505
C: -0.189 5.362 -3.419  0.0906
C: 0.883 5.912 -2.705  0.0150
C: 1.576 5.126 -1.810  0.0148
C: 1.201 3.789 -1.601  0.0509
C: 0.135 3.201 -2.306  -0.1663
H: 2.947 1.443 -2.052  0.0369
H: 2.568 -0.114 -2.796  0.0346
H: 3.317 -0.074 -1.198  0.0173
H: 3.056 0.965 0.885  0.0926
H: 3.217 1.844 3.190  0.1157
H: 1.168 2.568 4.395  0.1210
H: -1.013 2.547 3.231  0.1193
H: -1.189 1.695 0.928  0.0909
H: -1.737 0.369 -2.646  0.0777
H: -2.933 1.781 -4.254  0.1328
H: -2.231 4.140 -4.596  0.1450
H: -0.718 5.964 -4.151  0.1460
H: 1.165 6.946 -2.860  0.1377
H: 2.412 5.544 -1.263  0.1342
H: 1.722 3.210 -0.849  0.1025

Results
HOMO-LUMO gap (alpha / beta) ... 7.569 / 4.613 eV
Highest occupied orbital energy (alpha / beta) ... -16.4 / -17.2 eV
Largest force on an atom ... 1.85 eV/A
⟨S²⟩ ... 8.82
Charge ... +3
2S+1 ... 6



7.
# C5H12NO

A gas-phase ion, C5H12NO (charge -1) in a non-equilibrium geometry (ωB97M-V/def2-TZVPD, the Open Molecules 2025 dataset).

Last column: Löwdin charge in e.
CARTESIAN COORDINATES (ANGSTROEM)
C: 1.477 0.846 -1.195  -0.5107
O: 1.344 1.885 -2.008  -0.3549
C: 0.059 0.027 -0.976  -0.3602
C: -0.481 0.395 0.434  -0.4060
C: 0.292 -0.124 1.656  -0.1058
C: -1.941 -0.125 0.521  -0.0990
N: 0.199 -1.426 -1.147  0.0102
H: 2.161 0.014 -1.494  0.0605
H: 1.810 1.174 -0.164  0.0679
H: -0.631 0.508 -1.668  0.1123
H: -0.407 1.483 0.411  0.1275
H: 0.044 0.546 2.475  0.0614
H: -0.029 -1.122 1.948  0.0660
H: 1.362 0.082 1.572  0.0617
H: -2.615 0.455 -0.104  0.0646
H: -2.267 -0.119 1.571  0.0577
H: -1.948 -1.176 0.229  0.0591
H: 0.615 -1.704 -0.262  0.0435
H: 0.956 -1.619 -1.799  0.0439

Results
HOMO-LUMO gap ... 6.081 eV
Energy above the lowest of the compared OMol25 structures with the same formula, charge and spin ... 0.689 eV
Highest occupied orbital energy ... -2.2 eV
Largest force on an atom ... 2.35 eV/A
Charge ... -1
2S+1 ... 1
Structure (SMILES) ... CC(C)[C@H](N)C[O-]



8.
# C3H9N

2 unconnected molecules or ions with the total composition C3H9N in a non-equilibrium geometry (ωB97M-V/def2-TZVPD, the Open Molecules 2025 dataset).

Last column: Löwdin charge in e.
CARTESIAN COORDINATES (ANGSTROEM)
C: 2.368 0.794 -0.183  -0.0820
C: 2.765 0.217 0.948  -0.0878
H: 2.156 1.851 -0.097  0.0439
H: 2.240 0.241 -1.099  0.0467
H: 2.646 0.682 1.914  0.0391
H: 3.368 -0.683 0.919  0.0422
C: -2.975 -0.500 -0.216  -0.1886
N: -1.530 -0.368 -0.562  -0.0834
H: -3.141 -0.347 0.843  0.0585
H: -3.517 0.254 -0.793  0.0609
H: -3.325 -1.444 -0.622  0.0640
H: -1.079 -1.204 -0.198  0.0450
H: -1.140 0.355 0.038  0.0415

Results
HOMO-LUMO gap ... 10.620 eV
Energy above the lowest of the compared OMol25 structures with the same formula, charge and spin ... 1.656 eV
Highest occupied orbital energy ... -9.5 eV
Largest force on an atom ... 1.54 eV/A
2S+1 ... 1
Structure (SMILES) ... C=C.CN